Arrangement A

A cluster of 2 separate species, C7H17NO in total, computed with the ωB97M-V functional and the def2-TZVPD basis.

Each line ends with the Löwdin charge.
CARTESIAN COORDINATES (ANGSTROEM)
C1 2.335 0.860 3.695  -0.6099
C2 3.609 1.693 4.047  -0.0464
C3 -1.539 -0.507 -2.335  -0.6852
C4 -2.691 0.385 -2.681  -0.0973
C5 -0.282 0.282 -1.879  -0.1561
C6 -1.232 -1.475 -3.484  -0.1062
C7 -1.743 -1.379 -0.922  -0.0819
H1 0.963 -0.348 4.717  0.1245
H2 2.183 0.441 5.727  0.1143
H3 4.209 1.755 3.053  0.0990
H4 4.258 1.144 4.841  0.0836
H5 3.390 2.746 4.508  0.1017
H6 -3.001 1.115 -1.703  0.1585
H7 -2.486 0.876 -3.601  0.0503
H8 -3.433 -0.347 -3.132  0.0928
H9 0.564 -0.360 -1.285  0.1085
H10 0.490 0.837 -2.667  0.1166
H11 -0.674 1.087 -1.074  0.0992
H12 -0.393 -2.191 -3.331  0.0861
H13 -1.196 -1.004 -4.502  0.0891
H14 -1.992 -2.211 -3.705  0.0601
H15 -2.766 -1.849 -0.692  0.0743
H16 -0.864 -2.206 -0.793  0.1022
H17 -1.305 -0.525 -0.156  0.0900
N1 1.738 0.335 4.792  0.1179
O1 1.860 0.845 2.562  0.0143

The LUMO energy comes out at 0.0281 Ha. Its HOMO energy is -9.9 eV. As for the net charge: 0. Its SMILES is CC(C)(C)C.CC(N)=O.


Arrangement B

A cluster of 2 separate species, C7H17NO in total, computed with the ωB97M-V functional and the def2-TZVPD basis.

Each line ends with the Löwdin charge.
CARTESIAN COORDINATES (ANGSTROEM)
C1 -1.448 0.156 -0.100  -0.3956
C2 0.629 0.402 1.113  -0.3958
C3 1.143 -1.006 -1.679  -0.1915
C4 -2.221 0.995 -1.079  -0.0447
C5 -2.172 -1.003 0.525  -0.0452
C6 1.693 1.449 1.256  -0.0484
C7 0.727 -0.836 1.951  -0.0512
N1 1.456 0.310 -2.209  -0.0471
O1 -0.408 0.781 0.414  -0.0011
H1 0.041 -0.997 -1.385  0.0778
H2 2.439 0.385 -2.446  0.0586
H3 1.230 1.019 -1.526  0.0331
H4 1.327 -1.741 -2.460  0.0673
H5 1.741 -1.313 -0.815  0.0603
H6 -1.620 1.837 -1.407  0.0773
H7 -2.486 0.400 -1.957  0.0818
H8 -2.081 -1.905 -0.094  0.0826
H9 -1.821 -1.237 1.531  0.0651
H10 -3.150 1.379 -0.646  0.0742
H11 -3.236 -0.772 0.608  0.0761
H12 2.671 1.055 0.970  0.0771
H13 1.465 2.304 0.623  0.0784
H14 1.775 -1.019 2.184  0.0802
H15 1.776 1.799 2.290  0.0766
H16 0.195 -0.734 2.904  0.0839
H17 0.333 -1.709 1.434  0.0703

The LUMO energy (alpha / beta) comes out at 0.0304 / 0.0300 Ha. Its HOMO energy (alpha / beta) is -6.5 / -6.4 eV. As for the net charge: 0.


Stability summary - winner: arrangement A; margin: 22.7 kcal/mol.


Arrangement A

A cluster of 2 separate species, C7H17NO in total, computed with the ωB97M-V functional and the def2-TZVPD basis.

Each line ends with the Löwdin charge.
CARTESIAN COORDINATES (ANGSTROEM)
C1 -0.653 -1.041 -0.697  -0.3791
C2 1.441 0.029 -0.134  -0.3998
C3 -1.188 1.376 1.326  -0.1905
C4 -1.736 -0.813 -1.703  -0.0442
C5 -0.809 -2.117 0.335  -0.0473
C6 2.290 1.098 -0.767  -0.0516
C7 2.133 -0.839 0.881  -0.0483
N1 -1.497 2.114 0.112  -0.0533
O1 0.415 -0.324 -0.887  0.0097
H1 -0.198 0.851 1.145  0.0657
H2 -0.703 2.675 -0.171  0.0593
H3 -2.295 2.725 0.251  0.0605
H4 -1.032 2.016 2.211  0.0665
H5 -2.014 0.697 1.544  0.0719
H6 -1.323 -0.495 -2.655  0.0783
H7 -2.347 -1.697 -1.883  0.0723
H8 -0.133 -2.959 0.156  0.0830
H9 -0.625 -1.741 1.344  0.0714
H10 -2.421 -0.031 -1.372  0.0631
H11 -1.825 -2.492 0.298  0.0761
H12 3.188 0.688 -1.238  0.0721
H13 1.719 1.625 -1.528  0.0762
H14 1.557 -1.715 1.156  0.0517
H15 2.622 1.816 -0.015  0.0760
H16 3.100 -1.183 0.501  0.0777
H17 2.335 -0.265 1.791  0.0824

The LUMO energy (alpha / beta) comes out at 0.0338 / 0.0323 Ha. Its HOMO energy (alpha / beta) is -6.4 / -6.2 eV. As for the net charge: 0.


Arrangement B

A structure of composition C7H17NO, computed with the ωB97M-V functional and the def2-TZVPD basis.

Each line ends with the Löwdin charge.
CARTESIAN COORDINATES (ANGSTROEM)
C1 -0.051 0.576 0.182  -0.4401
C2 0.200 -0.762 0.631  -0.2147
C3 -1.579 -0.211 -0.884  -0.1140
C4 -0.719 1.533 1.148  -0.0728
C5 0.934 1.264 -0.737  -0.0541
C6 0.840 -1.844 -0.205  -0.0625
C7 -1.393 -0.002 -2.367  -0.1472
N1 1.555 -0.078 1.927  -0.0357
O1 1.406 -1.045 3.008  -0.1754
H1 1.232 -0.485 3.774  0.0655
H2 2.419 -0.398 1.486  0.0523
H3 -0.520 -1.140 1.353  0.1252
H4 -1.838 -1.244 -0.660  0.0759
H5 -2.377 0.403 -0.468  0.0732
H6 -1.354 1.006 1.862  0.0861
H7 0.044 2.056 1.729  0.0765
H8 -1.305 2.280 0.605  0.0826
H9 0.447 2.072 -1.288  0.0824
H10 1.397 0.586 -1.452  0.0705
H11 1.726 1.713 -0.132  0.0883
H12 1.434 -2.504 0.431  0.0831
H13 0.081 -2.479 -0.669  0.0796
H14 1.483 -1.449 -0.990  0.0717
H15 -0.561 -0.598 -2.752  0.0679
H16 -1.210 1.047 -2.610  0.0644
H17 -2.292 -0.299 -2.922  0.0714

The LUMO energy comes out at 0.0328 Ha. Its HOMO energy is -7.6 eV. As for the net charge: 0.


Stability summary - winner: arrangement A; margin: 25.9 kcal/mol.


Arrangement A

A cluster of 2 separate species, C3H8O3S in total, computed with the ωB97M-V functional and the def2-TZVPD basis.

Each line ends with the Löwdin charge.
CARTESIAN COORDINATES (ANGSTROEM)
O1 -2.531 -5.714 0.327  -0.0791
H1 -2.879 -6.035 1.189  0.0527
H2 -1.625 -6.091 0.269  0.0515
O2 -2.282 -3.171 2.532  0.0881
O3 -0.158 -3.517 1.875  -0.0138
S1 0.000 0.000 0.000  0.7275
C1 -1.246 -3.755 2.558  -0.4156
C2 -0.311 -2.543 0.855  -0.2713
C3 0.074 -1.157 1.349  -0.5822
H3 0.713 -0.836 -0.785  -0.1302
H4 -1.078 -4.592 3.264  0.1499
H5 0.440 -2.767 0.073  0.1158
H6 -1.314 -2.663 0.403  0.1370
H7 1.093 -1.126 1.779  0.0865
H8 -0.624 -0.751 2.107  0.0831

The LUMO energy comes out at 0.0213 Ha. Its HOMO energy is -9.3 eV. As for the net charge: 0. Its SMILES is O=COCCS.O.


Arrangement B

A cluster of 2 separate species, C3H8O3S in total, computed with the ωB97M-V functional and the def2-TZVPD basis.

Each line ends with the Löwdin charge.
CARTESIAN COORDINATES (ANGSTROEM)
O1 -3.734 2.588 -0.899  -0.0914
H1 -3.596 1.636 -1.107  0.0439
H2 -3.682 3.041 -1.771  0.0474
O2 -0.459 -1.967 -1.476  0.1043
O3 0.029 -2.682 0.578  0.1451
S1 2.028 1.628 0.443  0.7172
C1 -0.020 -1.798 -0.356  -0.5896
C2 1.722 -0.139 0.365  -0.5963
C3 0.212 -0.391 0.166  -0.1964
H3 0.456 -2.288 1.387  0.1462
H4 3.212 1.570 1.089  -0.1388
H5 2.074 -0.613 1.302  0.0780
H6 2.274 -0.603 -0.475  0.0882
H7 -0.293 0.393 -0.430  0.1206
H8 -0.224 -0.375 1.183  0.1218

The LUMO energy comes out at 0.0089 Ha. Its HOMO energy is -9.5 eV. As for the net charge: 0. Its SMILES is O=C(O)CCS.O.


Stability summary - winner: arrangement B; margin: 1.5 kcal/mol.


Arrangement A

A structure of composition H24HeO12, computed with the ωB97M-V functional and the def2-TZVPD basis.

Each line ends with the Löwdin charge.
CARTESIAN COORDINATES (ANGSTROEM)
He1 0.342 -0.055 -0.269  0.1206
O1 -2.801 0.612 -1.885  -0.0474
H1 -3.425 0.083 -2.383  0.0522
H2 -2.811 0.231 -1.007  -0.0087
O2 2.613 2.498 1.738  -0.0571
H3 3.168 1.797 2.079  0.0215
H4 1.728 2.255 2.007  -0.0328
O3 2.789 0.559 -3.579  -0.0619
H5 2.218 0.935 -2.910  0.0029
H6 3.079 1.309 -4.098  0.0265
O4 -0.552 -0.930 -3.172  -0.0709
H7 -1.172 -0.337 -2.746  -0.0222
H8 -0.329 -1.569 -2.495  -0.0438
O5 -3.080 -0.262 0.950  -0.0375
H9 -3.401 0.617 1.154  0.0506
H10 -2.300 -0.365 1.495  0.0011
O6 -0.617 -0.560 2.797  -0.0464
H11 -1.078 -1.179 3.363  0.0741
H12 0.232 -0.971 2.632  0.0023
O7 1.003 3.151 -2.087  -0.0547
H13 0.600 2.965 -2.935  0.0277
H14 0.333 2.914 -1.446  -0.0206
O8 -0.972 3.083 0.046  -0.0433
H15 -0.772 2.676 0.889  -0.0164
H16 -1.668 2.540 -0.324  0.0207
O9 -0.022 -2.905 -1.314  -0.0293
H17 -0.769 -3.464 -1.530  0.0875
H18 0.736 -3.374 -1.662  0.0847
O10 -0.047 2.068 2.441  -0.0414
H19 -0.277 1.139 2.411  0.0015
H20 -0.449 2.389 3.248  0.0810
O11 1.861 -1.605 1.986  -0.0531
H21 1.425 -2.237 1.414  -0.0107
H22 1.889 -2.036 2.841  0.0503
O12 0.623 -3.882 1.088  -0.0459
H23 1.448 -4.366 1.103  0.0593
H24 0.454 -3.724 0.159  -0.0203

The LUMO energy comes out at -0.0118 Ha. Its HOMO energy is -10.4 eV. As for the net charge: 0.


Arrangement B

A structure of composition H24HeO12, computed with the ωB97M-V functional and the def2-TZVPD basis.

Each line ends with the Löwdin charge.
CARTESIAN COORDINATES (ANGSTROEM)
He1 0.089 -0.131 -0.283  0.2200
O1 -1.456 1.492 0.962  -0.0722
H1 -2.188 0.899 0.793  -0.0268
H2 -0.754 1.174 0.393  -0.0503
O2 -0.525 -2.287 2.363  -0.0278
H3 -0.906 -2.192 3.236  0.0606
H4 0.375 -2.572 2.524  0.0536
O3 -0.586 1.833 -2.102  -0.0550
H5 -1.470 2.200 -2.087  0.0573
H6 -0.047 2.484 -1.653  0.0557
O4 -0.746 0.642 3.938  -0.0695
H7 0.163 0.663 3.638  -0.0255
H8 -1.253 0.434 3.154  -0.0084
O5 1.882 1.144 2.940  -0.0435
H9 2.488 0.604 2.433  -0.0014
H10 1.631 1.849 2.343  0.0409
O6 -1.476 -2.118 -0.136  -0.0746
H11 -2.199 -1.491 -0.114  -0.0058
H12 -1.037 -2.007 0.707  -0.0309
O7 2.113 -0.073 -2.183  -0.0725
H13 2.576 -0.035 -3.019  0.0455
H14 1.446 -0.748 -2.308  -0.0408
O8 0.319 -2.054 -2.708  -0.0352
H15 -0.037 -2.106 -1.821  0.0048
H16 0.746 -2.900 -2.844  0.0592
O9 3.122 -0.913 1.261  -0.0368
H17 2.958 -1.598 1.909  0.0397
H18 3.131 -1.373 0.422  0.0409
O10 -1.725 0.991 -4.353  -0.0606
H19 -2.076 1.842 -4.615  0.0254
H20 -1.145 1.187 -3.616  -0.0371
O11 3.094 2.081 -0.111  -0.0456
H21 2.952 1.416 -0.784  -0.0104
H22 2.557 2.823 -0.390  0.0254
O12 -3.655 -0.214 0.701  -0.0296
H23 -4.356 -0.109 1.345  0.0705
H24 -4.005 -0.839 0.065  0.0610

The LUMO energy comes out at 0.0002 Ha. Its HOMO energy is -10.3 eV. As for the net charge: 0.


Stability summary - winner: arrangement A; margin: 6.9 kcal/mol.


Arrangement A

A cluster of 2 separate species, C2HF3N2O in total, computed with the ωB97M-V functional and the def2-TZVPD basis.

Each line ends with the Löwdin charge.
CARTESIAN COORDINATES (ANGSTROEM)
C1 -3.078 1.926 -2.055  -0.0729
C2 0.123 -0.049 0.448  -0.3311
N1 -2.910 1.010 -2.886  0.0192
N2 -2.971 -0.100 -3.360  0.0966
O1 -0.913 0.063 -0.130  0.0932
F1 -2.966 3.211 -2.341  0.0599
F2 0.430 -1.103 1.191  0.0761
F3 -1.840 -0.942 -3.057  -0.0957
H1 0.975 0.691 0.570  0.1546

The LUMO energy (alpha / beta) comes out at -0.0311 / -0.0311 Ha. Its HOMO energy (alpha / beta) is -10.0 / -10.0 eV. As for the net charge: 0.


Arrangement B

The molecule C2HF3N2O, computed with the ωB97M-V functional and the def2-TZVPD basis.

Each line ends with the Löwdin charge.
CARTESIAN COORDINATES (ANGSTROEM)
C1 -0.550 -0.044 0.685  -0.1467
C2 0.864 -0.733 1.167  -0.4774
N1 0.804 -2.130 0.883  0.1503
N2 0.519 -2.454 -0.227  0.0900
O1 -1.479 -0.725 0.452  0.0923
F1 1.855 -0.161 0.519  0.1434
F2 0.861 -0.198 2.489  0.0515
F3 0.313 -1.521 -1.256  -0.0478
H1 -0.598 0.985 0.295  0.1443

The LUMO energy comes out at -0.0167 Ha. Its HOMO energy is -10.8 eV. As for the net charge: 0. Its SMILES is O=CC(F)(F)/N=N\F.


Stability summary - winner: arrangement B; margin: 32.7 kcal/mol.


Arrangement A

A cluster of 2 separate species, C2H9NS in total, computed with the ωB97M-V functional and the def2-TZVPD basis.

Each line ends with the Löwdin charge.
CARTESIAN COORDINATES (ANGSTROEM)
N1 0.173 -2.019 2.290  -0.0103
H1 0.915 -1.767 1.625  -0.0266
H2 -0.577 -1.407 1.979  -0.0197
H3 0.588 -1.540 3.090  0.0061
C1 -1.139 -0.297 -1.100  -0.4203
S1 0.433 0.257 -0.395  0.7215
C2 0.221 2.013 -0.762  -0.4289
H4 -1.132 -1.374 -1.235  0.0336
H5 -1.929 -0.009 -0.411  0.0304
H6 -1.340 0.203 -2.041  0.0281
H7 1.127 2.552 -0.601  0.0191
H8 -0.631 2.440 -0.240  0.0369
H9 -0.014 2.068 -1.830  0.0300

The LUMO energy comes out at 0.0344 Ha. Its HOMO energy is -8.7 eV. As for the net charge: 0. Its SMILES is CSC.N.


Arrangement B

A cluster of 3 separate species, C2H9NS in total, computed with the ωB97M-V functional and the def2-TZVPD basis.

Each line ends with the Löwdin charge.
CARTESIAN COORDINATES (ANGSTROEM)
N1 -1.136 -0.493 -2.677  0.0025
H1 -0.469 0.250 -2.800  -0.0262
H2 -0.837 -0.157 3.904  0.0059
H3 -0.779 -1.307 -3.156  0.0034
H4 -1.352 -0.646 -1.708  -0.0340
C1 0.353 0.129 0.802  -0.5148
C2 1.304 0.506 -0.244  -0.4338
S1 -0.288 1.450 -0.258  0.7445
H5 -0.658 -0.211 4.619  0.0225
H6 -0.286 -0.745 0.736  0.0597
H7 0.597 0.315 1.841  0.0474
H8 1.386 -0.194 -1.065  0.0577
H9 2.165 1.105 0.007  0.0652

The LUMO energy comes out at 0.0365 Ha. Its HOMO energy is -8.9 eV. As for the net charge: 0. Its SMILES is [H][H].C1CS1.N.


Stability summary - winner: arrangement A; margin: 34.1 kcal/mol.